Entry 1:
The following is a quantum chemistry calculation of an isolated molecule of C5H5NO2 in a non-equilibrium geometry, from the Open Molecules 2025 dataset.

Output
Gap between HOMO and LUMO (alpha / beta): 6.15 / 6.15 eV
Total energy: -10841.63270 eV

Cartesian coordinates (Å):
C  3.20  0.22  0.32
C  2.05  -0.79  0.29
C  -0.16  0.12  0.78
C  -2.38  1.05  -0.06
C  -1.48  -0.10  0.17
N  3.18  1.43  0.25
O  0.81  -0.61  0.45
O  -2.60  0.12  0.96
H  4.10  -0.38  0.46
H  2.36  -1.81  0.47
H  -2.07  2.03  0.26
H  -3.05  1.00  -0.90
H  -1.56  -0.95  -0.52

Entry 2:
The following is a quantum chemistry calculation of an isolated molecule of C5H5NO2 in a non-equilibrium geometry, from the Open Molecules 2025 dataset.

Output
Gap between HOMO and LUMO (alpha / beta): 6.66 / 6.88 eV
Total energy: -10843.95902 eV

Cartesian coordinates (Å):
C  -0.17  -1.08  0.12
C  1.20  -1.41  0.06
C  -0.72  0.14  0.03
C  1.85  0.68  -0.43
C  -1.91  0.73  -0.28
N  -3.03  0.49  0.41
O  2.14  -0.57  0.00
O  2.42  1.63  0.25
H  -0.84  -1.94  0.12
H  1.69  -2.41  0.15
H  -2.04  1.32  -1.21
H  -3.83  1.08  0.06
H  3.23  1.33  0.71

Entry 3:
The following is a quantum chemistry calculation of C5H5NO2 as an isolated structure in a non-equilibrium geometry, from the Open Molecules 2025 dataset.

Output
Gap between HOMO and LUMO: 9.37 eV
Total energy: -10845.84320 eV

Cartesian coordinates (Å):
C  1.32  0.89  0.34
C  -0.04  0.32  -0.11
C  -1.23  0.95  -0.19
C  -2.17  0.04  -0.03
C  -0.51  -0.99  0.21
H  2.97  -1.43  -0.61
H  1.45  1.85  0.98
H  -1.57  1.97  -0.66
H  -3.30  0.09  -0.36
H  0.32  -1.65  0.18
N  2.38  0.31  0.15
O  2.12  -1.15  -0.22
O  -1.73  -1.20  0.32

Entry 4:
The following is a quantum chemistry calculation of an isolated molecule of C5H5NO2 in a non-equilibrium geometry, from the Open Molecules 2025 dataset.

Output
Gap between HOMO and LUMO: 9.78 eV
Structure (SMILES): Oc1ccnc(O)c1
Total energy: -10848.41627 eV

Cartesian coordinates (Å):
O  -2.27  -0.90  -0.18
C  -1.08  -0.25  -0.03
C  -1.04  1.13  0.15
C  0.23  1.64  -0.02
N  1.36  0.87  -0.06
C  1.22  -0.33  0.01
O  2.29  -1.09  0.02
C  -0.05  -1.02  0.30
H  -1.99  -1.76  -0.26
H  -2.13  1.66  0.52
H  0.63  2.59  -0.28
H  3.08  -0.56  -0.47
H  -0.25  -1.97  0.30

Entry 5:
The following is a quantum chemistry calculation of an isolated molecule of C5H5NO2 in a non-equilibrium geometry, from the Open Molecules 2025 dataset.

Output
Gap between HOMO and LUMO: 10.67 eV
Structure (SMILES): CC(=O)c1ncco1
Total energy: -10848.50428 eV

Cartesian coordinates (Å):
C  -2.10  0.56  0.58
C  -1.34  -0.44  -0.38
O  -1.97  -1.11  -1.19
C  0.15  -0.45  -0.27
N  0.90  -1.13  0.50
C  2.21  -0.67  0.25
C  2.16  0.24  -0.68
O  0.83  0.51  -0.97
H  -1.80  0.28  1.64
H  -3.22  0.30  0.42
H  -1.74  1.84  0.55
H  3.11  -1.07  0.79
H  2.82  1.14  -1.24

Entry 6:
The following is a quantum chemistry calculation of an isolated molecule of C5H5NO2 in a non-equilibrium geometry, from the Open Molecules 2025 dataset.

Output
Gap between HOMO and LUMO: 8.71 eV
Structure (SMILES): C=C1OC=CN1C=O
Total energy: -10846.80854 eV

Cartesian coordinates (Å):
C  0.97  1.77  -0.11
C  -0.17  0.88  0.28
O  -1.50  0.90  0.24
C  -2.11  -0.28  -0.24
C  -1.07  -1.15  -0.04
N  0.12  -0.50  0.44
C  1.37  -1.04  0.05
O  2.33  -0.36  -0.04
H  1.03  2.85  -0.28
H  2.03  1.43  0.04
H  -3.28  -0.23  -0.44
H  -1.10  -2.23  0.34
H  1.40  -2.05  -0.25

Entry 7:
The following is a quantum chemistry calculation of an isolated molecule of C5H5NO2S3 in a non-equilibrium geometry, from the Open Molecules 2025 dataset.

Output
Gap between HOMO and LUMO: 7.66 eV
Structure (SMILES): CCOC(=O)c1nssc1=S
Total energy: -43354.69821 eV

Cartesian coordinates (Å):
C  -3.83  -0.92  -0.74
C  -3.45  0.45  -0.34
O  -1.92  0.31  -0.38
C  -1.31  -0.26  0.61
O  -1.68  -0.61  1.68
C  0.15  -0.47  0.13
N  0.64  -1.66  0.04
S  2.33  -1.59  -0.28
S  2.71  0.45  -0.05
C  1.03  0.82  -0.07
S  0.44  2.30  -0.02
H  -5.03  -0.96  -0.83
H  -3.30  -1.31  -1.68
H  -3.47  -1.77  0.02
H  -3.68  1.27  -1.00
H  -3.48  0.49  0.83

Entry 8:
The following is a quantum chemistry calculation of an isolated molecule of C5H5NO3S in a non-equilibrium geometry, from the Open Molecules 2025 dataset.

Output
Gap between HOMO and LUMO: 9.91 eV
Structure (SMILES): O=S1(=O)NCc2occc21
Total energy: -23730.75059 eV

Cartesian coordinates (Å):
O  -2.16  -0.12  1.41
S  -1.79  0.07  0.07
O  -2.75  0.54  -0.87
N  -1.03  -1.60  -0.49
C  0.26  -1.63  0.11
C  0.78  -0.24  0.04
O  1.97  0.29  0.17
C  1.89  1.57  -0.05
C  0.56  1.90  -0.23
C  -0.17  0.75  -0.03
H  -1.68  -2.33  -0.40
H  1.03  -2.30  -0.41
H  0.17  -1.89  1.24
H  2.75  2.17  -0.05
H  0.17  2.81  -0.52

Entry 9:
The following is a quantum chemistry calculation of an isolated molecule of C5H5NOS in a non-equilibrium geometry, from the Open Molecules 2025 dataset.

Output
Gap between HOMO and LUMO: 7.64 eV
Structure (SMILES): O=C1C=CN/C1=C/S
Total energy: -19636.70030 eV

Cartesian coordinates (Å):
O  0.55  -0.07  2.19
C  0.31  -0.34  0.97
C  0.57  -1.64  0.43
C  0.45  -1.54  -0.90
N  -0.10  -0.38  -1.33
C  -0.09  0.54  -0.28
C  -0.54  1.83  -0.21
S  -0.77  2.68  1.19
H  0.80  -2.68  0.96
H  0.39  -2.25  -1.71
H  -0.54  -0.24  -2.17
H  -0.41  2.48  -1.11
H  -0.62  1.61  1.98

Entry 10:
The following is a quantum chemistry calculation of an isolated molecule of C5H5NS in a non-equilibrium geometry, from the Open Molecules 2025 dataset.

Output
Gap between HOMO and LUMO: 7.87 eV
Structure (SMILES): C#C/C(C=S)=C/N
Total energy: -17588.94534 eV

Cartesian coordinates (Å):
C  1.66  2.18  1.77
C  1.04  1.32  1.19
C  0.24  0.31  0.52
C  -0.02  0.53  -0.86
S  -0.77  -0.41  -1.99
C  -0.13  -0.85  1.22
N  -0.73  -1.90  0.66
H  2.27  2.94  2.26
H  0.33  1.53  -1.19
H  0.01  -0.91  2.31
H  -1.00  -2.73  1.20
H  -0.89  -1.89  -0.36